1.
Here is 15 unconnected molecules or ions with the total composition C70H65F10N5 at a distorted geometry from the OMol25 dataset. Energies are from ωB97M-V/def2-TZVPD.

CARTESIAN COORDINATES (ANGSTROEM)
1 F -0.76 8.01 -2.80
2 C -0.52 6.75 -2.40
3 C -1.46 5.79 -2.67
4 C -1.23 4.47 -2.26
5 C -0.04 4.14 -1.63
6 C 0.97 5.09 -1.46
7 C 0.71 6.41 -1.85
8 H -2.41 6.00 -3.12
9 H -1.97 3.73 -2.50
10 H 0.16 3.10 -1.42
11 H 1.87 4.80 -0.93
12 H 1.54 7.11 -1.86
13 F 5.48 4.88 -6.66
14 C 4.77 4.15 -5.79
15 C 4.91 2.76 -5.78
16 C 4.09 2.03 -4.93
17 C 3.23 2.69 -4.05
18 C 3.28 4.08 -3.91
19 C 3.99 4.80 -4.84
20 H 5.62 2.34 -6.47
21 H 4.12 0.96 -4.84
22 H 2.64 2.18 -3.29
23 H 2.72 4.63 -3.17
24 H 4.00 5.88 -4.81
25 F -2.27 2.08 -0.19
26 C -3.30 2.80 0.31
27 C -3.14 4.15 0.50
28 C -4.13 4.89 1.14
29 C -5.31 4.25 1.55
30 C -5.38 2.86 1.47
31 C -4.42 2.14 0.80
32 H -2.20 4.64 0.30
33 H -3.95 5.93 1.35
34 H -6.13 4.84 1.94
35 H -6.28 2.39 1.85
36 H -4.45 1.06 0.71
37 F 0.18 1.70 -2.96
38 C -0.68 1.93 -3.97
39 C -0.24 2.25 -5.24
40 C -1.15 2.61 -6.22
41 C -2.50 2.70 -5.92
42 C -2.97 2.30 -4.68
43 C -2.04 1.91 -3.72
44 H 0.82 2.20 -5.50
45 H -0.82 2.80 -7.23
46 H -3.27 2.96 -6.65
47 H -4.02 2.30 -4.42
48 H -2.35 1.51 -2.76
49 F -4.25 0.27 -1.32
50 C -3.69 -0.91 -1.67
51 C -4.57 -1.94 -1.99
52 C -4.12 -3.21 -2.32
53 C -2.74 -3.36 -2.44
54 C -1.86 -2.40 -1.99
55 C -2.34 -1.15 -1.59
56 H -5.63 -1.74 -1.86
57 H -4.79 -4.03 -2.55
58 H -2.32 -4.29 -2.82
59 H -0.80 -2.60 -1.99
60 H -1.61 -0.39 -1.36
61 F -3.49 -6.72 1.98
62 C -2.27 -6.15 1.93
63 C -1.93 -5.40 0.83
64 C -0.66 -4.83 0.71
65 C 0.24 -5.05 1.72
66 C -0.10 -5.81 2.85
67 C -1.37 -6.36 2.98
68 H -2.72 -5.24 0.10
69 H -0.47 -4.19 -0.14
70 H 1.27 -4.73 1.71
71 H 0.56 -5.87 3.70
72 H -1.64 -7.00 3.81
73 F 2.76 -0.35 -3.32
74 C 2.05 -1.41 -3.77
75 C 2.26 -2.67 -3.20
76 C 1.47 -3.72 -3.68
77 C 0.48 -3.50 -4.63
78 C 0.24 -2.22 -5.10
79 C 1.07 -1.18 -4.71
80 H 2.98 -2.67 -2.40
81 H 1.68 -4.72 -3.32
82 H -0.13 -4.32 -4.99
83 H -0.50 -2.07 -5.88
84 H 0.81 -0.24 -5.18
85 F 1.66 0.22 6.81
86 C 1.75 -1.06 6.41
87 C 2.90 -1.78 6.70
88 C 2.93 -3.15 6.42
89 C 1.84 -3.73 5.78
90 C 0.71 -3.00 5.51
91 C 0.64 -1.65 5.81
92 H 3.65 -1.18 7.21
93 H 3.79 -3.72 6.73
94 H 2.01 -4.77 5.51
95 H -0.14 -3.51 5.06
96 H -0.22 -1.03 5.59
97 F -2.72 -3.64 5.28
98 C -3.37 -2.95 4.31
99 C -4.60 -2.39 4.58
100 C -5.22 -1.66 3.56
101 C -4.61 -1.51 2.34
102 C -3.37 -2.10 2.08
103 C -2.76 -2.85 3.07
104 H -5.01 -2.61 5.55
105 H -6.15 -1.14 3.78
106 H -5.09 -0.88 1.59
107 H -2.89 -2.02 1.12
108 H -1.85 -3.39 2.86
109 F 2.71 -1.63 -0.16
110 C 1.68 -0.99 0.41
111 C 1.11 0.12 -0.26
112 C 0.01 0.74 0.34
113 C -0.50 0.27 1.54
114 C 0.11 -0.79 2.15
115 C 1.22 -1.43 1.63
116 H 1.51 0.47 -1.20
117 H -0.30 1.69 -0.08
118 H -1.36 0.69 2.06
119 H -0.33 -1.07 3.10
120 H 1.65 -2.29 2.12
121 C -3.79 2.29 4.36
122 C -2.88 1.18 4.61
123 N -2.11 0.32 4.66
124 H -3.64 3.04 5.13
125 H -4.81 1.92 4.35
126 H -3.46 2.75 3.43
127 C 5.88 -2.07 -0.42
128 C 5.19 -3.17 0.24
129 N 4.66 -3.99 0.84
130 H 6.08 -1.25 0.26
131 H 5.25 -1.69 -1.23
132 H 6.78 -2.52 -0.84
133 C 1.39 1.62 4.02
134 C 2.10 2.17 2.86
135 N 2.54 2.54 1.86
136 H 0.35 1.94 3.99
137 H 1.88 2.04 4.89
138 H 1.48 0.54 3.94
139 C 4.40 1.94 -1.00
140 C 5.04 1.31 0.14
141 N 5.51 0.78 1.04
142 H 5.07 2.70 -1.43
143 H 3.49 2.42 -0.66
144 H 4.17 1.24 -1.80
145 C 4.29 -2.00 2.49
146 C 5.70 -2.14 2.21
147 N 6.82 -2.16 1.96
148 H 3.74 -1.57 1.65
149 H 4.18 -1.35 3.36
150 H 3.78 -2.94 2.68

Calculated values
HOMO level   -9.237 eV
Kohn-Sham gap   9.537 eV
E_LUMO   0.30 eV
Molecular weight   1166.305 u

---

2.
Here is 2 unconnected molecules or ions with the total composition C9H17F7NO2S at a distorted geometry from the OMol25 dataset. Energies are from ωB97M-V/def2-TZVPD.

CARTESIAN COORDINATES (ANGSTROEM)
1 F 1.87 0.28 4.05
2 C 2.40 0.17 2.64
3 F 1.88 1.39 1.93
4 F 1.77 -1.08 2.07
5 C 4.04 0.07 2.65
6 F 4.55 0.63 3.96
7 F 4.51 -1.36 2.56
8 C 4.76 0.83 1.36
9 F 4.01 0.44 0.12
10 F 6.15 0.28 1.15
11 S 4.96 2.68 1.58
12 H 6.14 2.88 2.35
13 H 3.90 3.27 2.29
14 C -4.58 -0.48 -2.61
15 O -4.03 0.49 -1.73
16 C -4.09 0.10 -0.36
17 C -2.68 -0.18 0.18
18 N -2.12 -1.41 -0.40
19 C -0.70 -1.60 -0.12
20 C 0.28 -0.56 -0.71
21 O 0.36 -0.58 -2.13
22 C -0.63 0.18 -2.80
23 H -4.64 -0.04 -3.61
24 H -3.94 -1.36 -2.67
25 H -5.59 -0.77 -2.30
26 H -4.76 -0.75 -0.20
27 H -4.51 0.95 0.19
28 H -2.72 -0.29 1.27
29 H -2.05 0.68 -0.05
30 H -2.25 -1.39 -1.41
31 H -0.43 -2.58 -0.53
32 H -0.55 -1.66 0.96
33 H 1.28 -0.82 -0.35
34 H 0.09 0.46 -0.34
35 H -0.94 1.06 -2.22
36 H -1.50 -0.45 -3.03
37 H -0.22 0.52 -3.75

Calculated values
HOMO level   -10.569 eV
Kohn-Sham gap   4.492 eV
Net charge   +1
E_LUMO   -6.08 eV
Molecular weight   336.293 u
Relative energy (zero: lowest compared OMol25 entry of this formula, charge and spin)   523.23 kJ/mol

---

3.
Here is 2 unconnected molecules or ions with the total composition C5H8O from the OMol25 dataset. Energies are from ωB97M-V/def2-TZVPD.

CARTESIAN COORDINATES (ANGSTROEM)
1 O 1.49 -1.67 0.40
2 C 0.67 -0.61 0.33
3 C 0.93 0.72 0.48
4 C -0.29 1.45 0.23
5 C -1.29 0.59 -0.08
6 C -0.82 -0.81 0.22
7 H 2.38 -1.35 0.57
8 H 1.90 1.16 0.68
9 H -0.35 2.53 0.21
10 H -2.30 0.84 -0.40
11 H -1.16 -1.62 -0.43
12 H -1.14 -1.03 1.25
13 H 0.33 -0.28 -1.72
14 H -0.33 0.11 -1.78

Calculated values
HOMO level   -8.061 eV
Kohn-Sham gap   8.906 eV
E_LUMO   0.84 eV
Structure (SMILES)   OC1=CC=CC1.[H][H]
Molecular weight   84.118 u
Relative energy (zero: lowest compared OMol25 entry of this formula, charge and spin)   240.27 kJ/mol

---

4.
Here is 6 unconnected molecules or ions with the total composition C12H27B2Br11O5P at a distorted geometry from the OMol25 dataset. Energies are from ωB97M-V/def2-TZVPD.

CARTESIAN COORDINATES (ANGSTROEM)
1 O 0.94 4.24 -2.79
2 B 0.91 2.89 -3.12
3 O 2.15 2.34 -3.50
4 C -0.43 2.01 -3.12
5 O -1.49 2.43 -2.27
6 B -2.44 1.31 -2.50
7 O -1.57 0.14 -2.08
8 C -0.31 0.47 -2.65
9 P 0.85 0.17 -1.19
10 O -0.10 0.06 0.19
11 Br 1.59 -1.94 -1.54
12 H 0.05 4.60 -2.87
13 H 2.08 1.39 -3.56
14 H -0.87 2.11 -4.14
15 H -3.49 1.43 -1.91
16 H -2.66 1.06 -3.68
17 H -0.10 -0.11 -3.58
18 H 0.19 0.77 0.76
19 Br -2.17 8.45 -0.76
20 C -3.24 6.83 -0.89
21 C -2.41 5.65 -1.30
22 Br -2.00 5.67 -3.20
23 H -4.05 7.03 -1.58
24 H -3.65 6.68 0.11
25 H -2.96 4.72 -1.14
26 H -1.47 5.60 -0.78
27 Br 4.52 -2.79 1.02
28 C 3.22 -4.24 1.07
29 C 3.86 -5.57 0.80
30 Br 4.24 -5.81 -1.09
31 H 2.44 -3.98 0.35
32 H 2.81 -4.21 2.07
33 H 3.17 -6.38 1.05
34 H 4.79 -5.72 1.33
35 Br -2.27 7.53 2.75
36 C -1.21 6.34 3.90
37 C 0.11 5.94 3.29
38 Br -0.11 4.54 1.95
39 H -1.84 5.49 4.14
40 H -1.03 6.93 4.80
41 H 0.75 5.49 4.04
42 H 0.63 6.76 2.81
43 Br -1.59 -2.30 4.86
44 C 0.13 -2.09 3.97
45 C 0.09 -2.63 2.56
46 Br 0.16 -4.58 2.54
47 H 0.87 -2.59 4.59
48 H 0.32 -1.02 3.97
49 H 0.97 -2.30 2.01
50 H -0.80 -2.34 2.02
51 Br 1.78 -9.01 0.56
52 C 0.08 -8.63 -0.31
53 C 0.28 -8.15 -1.72
54 Br 0.87 -6.30 -1.76
55 H -0.44 -7.91 0.32
56 H -0.46 -9.58 -0.30
57 H -0.67 -8.16 -2.26
58 H 1.01 -8.73 -2.27

Calculated values
HOMO level   -4.742 eV
Kohn-Sham gap   6.596 eV
Net charge   -1
E_LUMO   1.85 eV
Molecular weight   1182.885 u

---

5.
Here is 3 unconnected molecules or ions with the total composition CH2FNO from the OMol25 dataset. Energies are from ωB97M-V/def2-TZVPD.

CARTESIAN COORDINATES (ANGSTROEM)
1 C 0.13 0.65 0.02
2 N -0.01 -0.57 -0.04
3 O 0.66 1.67 -0.06
4 F 1.56 -1.35 0.12
5 H -1.78 0.81 -0.54
6 H -0.55 -1.22 0.50

Calculated values
HOMO level (alpha / beta)   -10.480 / -11.205 eV
Kohn-Sham gap (alpha / beta)   8.808 / 9.488 eV
E_LUMO (alpha / beta)   -1.67 / -1.72 eV
Molecular weight   63.031 u
Relative energy (zero: lowest compared OMol25 entry of this formula, charge and spin)   613.01 kJ/mol

---

6.
Here is C3H6O in the gas phase from the OMol25 dataset. Energies are from ωB97M-V/def2-TZVPD.

CARTESIAN COORDINATES (ANGSTROEM)
1 C 1.51 -0.04 0.43
2 C 0.14 -0.61 0.66
3 C -0.95 -0.21 0.00
4 O -0.91 0.77 -0.97
5 H 1.63 0.15 -0.64
6 H 2.28 -0.73 0.74
7 H 1.63 0.93 0.92
8 H -0.04 -1.30 1.47
9 H -1.91 -0.65 0.23
10 H -0.90 0.35 -1.83

Calculated values
HOMO level   -9.310 eV
Kohn-Sham gap   10.223 eV
E_LUMO   0.91 eV
Structure (SMILES)   C/C=C\O
Molecular weight   58.080 u
Relative energy (zero: lowest compared OMol25 entry of this formula, charge and spin)   86.96 kJ/mol